No. 1
ORCA calculation (ωB97M-V/def2-TZVPD) on one molecule with the formula C21H20N2O6.

The geometry in XYZ format:
```
49
Properties=species:S:1:pos:R:3
C -6.225 -2.698 0.309
O -4.973 -2.037 0.409
C -4.960 -0.750 0.019
O -5.956 -0.184 -0.364
C -3.607 -0.165 0.123
C -2.545 -1.011 0.269
N -1.278 -0.561 0.347
N -0.198 -1.420 0.486
C -0.047 -2.612 -0.163
O -0.946 -3.206 -0.708
C 1.377 -3.138 -0.042
C 2.389 -2.039 -0.207
C 2.593 -1.452 -1.446
C 3.472 -0.393 -1.577
C 4.174 0.116 -0.491
O 5.064 1.153 -0.595
C 5.177 1.825 -1.825
C 3.973 -0.472 0.773
O 4.572 -0.135 1.947
C 5.302 1.065 2.082
C 3.081 -1.534 0.883
C -0.923 0.792 0.318
O 0.260 1.088 0.418
C -2.033 1.709 0.175
C -1.748 3.080 0.137
C -2.759 3.998 -0.002
C -4.078 3.557 -0.105
C -4.378 2.215 -0.072
C -3.365 1.255 0.067
H -6.582 -2.682 -0.723
H -6.054 -3.719 0.639
H -6.966 -2.207 0.943
H -2.673 -2.081 0.292
H 0.639 -0.868 0.700
H 1.500 -3.909 -0.804
H 1.479 -3.607 0.939
H 2.064 -1.817 -2.313
H 3.610 0.041 -2.554
H 4.216 2.236 -2.149
H 5.581 1.174 -2.607
H 5.875 2.642 -1.645
H 5.552 1.126 3.141
H 6.219 1.051 1.491
H 4.702 1.932 1.800
H 2.950 -1.960 1.866
H -0.715 3.383 0.223
H -2.538 5.054 -0.030
H -4.875 4.278 -0.214
H -5.400 1.885 -0.159
```

Energy ... -1373.19152 hartree
Frontier orbital gap ... 0.3144 hartree
Relative energy (zero: lowest compared OMol25 entry of this formula, charge and spin) ... 3.451 eV

No. 2
ORCA calculation (ωB97M-V/def2-TZVPD) on an isolated ion of composition C5H15N4O and charge +1.

The geometry in XYZ format:
```
25
Properties=species:S:1:pos:R:3
C 1.176 -1.024 2.066
C 0.253 0.324 1.920
O 0.977 1.451 1.243
C -1.239 0.090 1.294
N -1.413 -1.119 0.420
C -0.903 -0.943 -0.986
N -1.644 -1.579 -1.991
N 0.310 -0.163 -1.435
C -0.017 1.251 -1.863
N 1.323 1.971 -2.034
H 0.579 -1.880 2.647
H 2.210 -0.789 2.583
H 1.431 -1.494 1.005
H 0.082 0.722 3.033
H 1.966 1.259 1.256
H -1.978 -0.046 2.221
H -1.642 1.049 0.713
H -1.130 -2.016 0.864
H -2.598 -1.222 -2.298
H -1.217 -2.424 -2.464
H 1.107 -0.215 -0.765
H -0.542 1.288 -2.931
H -0.748 1.821 -1.133
H 1.591 2.421 -1.117
H 2.064 1.267 -2.248
```

Energy ... -493.37222 hartree
Frontier orbital gap ... 0.2786 hartree
Relative energy (zero: lowest compared OMol25 entry of this formula, charge and spin) ... 6.366 eV
Total charge ... +1